1.
{
  "formula": "C7H10O2",
  "method": "wB97M-V/def2-TZVPD",
  "e_tot_ev": -11513.0187,
  "de_lowest_kcal_mol": 65.4,
  "e_homo_ev": -8.13,
  "multiplicity": 1,
  "smiles": "CC1=C(O)C[C@H](C=O)C1",
  "species": ["C", "C", "C", "O", "C", "C", "C", "O", "C", "H", "H", "H", "H", "H", "H", "H", "H", "H", "H"],
  "coordinates": [[-1.264, -1.691, -0.693], [-0.401, -0.577, -0.177], [-0.853, 0.734, -0.024], [-1.803, 1.248, -0.810], [0.121, 1.585, 0.733], [1.259, 0.563, 0.797], [1.488, 0.001, -0.974], [2.185, -0.955, -1.219], [0.544, -0.766, 1.030], [-0.631, -2.476, -1.106], [-1.861, -2.133, 0.108], [-1.957, -1.327, -1.451], [-1.840, 2.209, -0.713], [-0.303, 1.894, 1.707], [0.386, 2.487, 0.167], [2.146, 0.820, 1.368], [1.546, 0.920, -1.582], [0.040, -0.916, 1.992], [1.197, -1.620, 0.846]],
  "forces_ev_per_a": [[0.36, 0.23, -0.38], [-2.32, 0.79, 2.50], [1.30, -1.07, -1.77], [-0.67, 0.35, 0.18], [0.07, -0.55, -0.46], [0.04, -1.47, -1.74], [2.67, 2.27, 3.17], [-1.13, -0.01, -0.06], [0.25, -0.08, -0.55], [-0.08, -0.07, -0.13], [0.09, 0.03, 0.12], [0.05, -0.09, -0.11], [0.01, -0.15, -0.02], [0.38, -0.21, -0.18], [-0.09, 0.03, 0.01], [0.07, -0.02, 0.02], [-1.01, -0.19, -0.63], [-0.10, 0.12, -0.07], [0.13, 0.08, 0.09]]
}

=====

2.
{
  "formula": "C31H38F6IrN2P2SbSi2",
  "method": "wB97M-V/def2-TZVPD",
  "e_tot_ev": -95755.0135,
  "total_charge": 1,
  "de_lowest_kcal_mol": 0.0,
  "e_homo_ev": [-11.48, -12.15],
  "s_squared": 8.772,
  "multiplicity": 6,
  "species": ["Ir", "C", "Si", "C", "C", "N", "P", "C", "P", "N", "Si", "C", "C", "C", "C", "C", "C", "C", "C", "C", "C", "C", "C", "C", "C", "C", "C", "C", "C", "C", "C", "C", "C", "C", "C", "C", "C", "C", "H", "H", "H", "H", "H", "H", "H", "H", "H", "H", "H", "H", "H", "H", "H", "H", "H", "H", "H", "H", "H", "H", "H", "H", "H", "H", "H", "H", "H", "H", "H", "H", "H", "H", "H", "H", "H", "H", "F", "Sb", "F", "F", "F", "F", "F"],
  "coordinates": [[1.319, -0.394, 0.601], [0.594, 4.208, 2.169], [1.492, 2.589, 2.410], [3.298, 2.860, 2.156], [0.848, 1.792, 3.943], [0.941, 1.513, 1.031], [-0.418, 1.689, 0.090], [-0.145, 0.158, -0.644], [-0.238, -1.378, -1.411], [0.778, -2.120, -0.341], [0.600, -3.658, 0.609], [0.735, -5.050, -0.625], [2.012, -3.730, 1.791], [-1.056, -3.701, 1.445], [-1.860, -2.092, -1.566], [-1.991, -3.303, -2.250], [-3.222, -3.932, -2.299], [-4.324, -3.348, -1.684], [-4.205, -2.121, -1.046], [-2.972, -1.491, -0.983], [0.494, -1.316, -3.035], [0.182, -0.253, -3.881], [0.717, -0.217, -5.157], [1.556, -1.238, -5.585], [1.870, -2.293, -4.741], [1.345, -2.333, -3.458], [-0.251, 3.055, -1.041], [-1.327, 3.782, -1.552], [-1.091, 4.849, -2.404], [0.209, 5.183, -2.759], [1.280, 4.435, -2.287], [1.055, 3.373, -1.427], [-1.894, 1.752, 1.088], [-2.652, 2.909, 1.283], [-3.749, 2.877, 2.129], [-4.083, 1.705, 2.793], [-3.315, 0.560, 2.627], [-2.221, 0.578, 1.779], [0.989, 4.923, 2.896], [-0.478, 4.121, 2.356], [0.744, 4.638, 1.176], [3.753, 3.251, 3.068], [3.436, 3.593, 1.357], [3.843, 1.955, 1.891], [1.147, 2.394, 4.806], [1.216, 0.782, 4.095], [-0.244, 1.755, 3.898], [1.594, -4.936, -1.289], [-0.165, -5.177, -1.228], [0.885, -5.976, -0.063], [2.960, -3.442, 1.332], [2.120, -4.753, 2.160], [1.839, -3.081, 2.651], [-1.883, -3.583, 0.741], [-1.116, -2.916, 2.202], [-1.182, -4.664, 1.947], [-1.139, -3.742, -2.756], [-3.327, -4.871, -2.824], [-5.283, -3.847, -1.715], [-5.072, -1.655, -0.597], [-2.880, -0.533, -0.489], [-0.468, 0.546, -3.541], [0.485, 0.608, -5.818], [1.973, -1.208, -6.584], [2.532, -3.080, -5.077], [1.611, -3.136, -2.782], [-2.346, 3.506, -1.315], [-1.923, 5.424, -2.789], [0.389, 6.029, -3.408], [2.290, 4.682, -2.583], [1.891, 2.801, -1.045], [-2.377, 3.838, 0.806], [-4.339, 3.772, 2.275], [-4.937, 1.688, 3.457], [-3.561, -0.347, 3.164], [-1.604, -0.308, 1.684], [3.260, -0.472, 1.217], [4.468, -0.825, 3.252], [3.763, 0.630, 4.308], [0.554, -1.065, 2.364], [5.770, -1.212, 4.543], [4.959, -2.358, 2.211], [5.544, 0.353, 2.280]],
  "forces_ev_per_a": [[-0.05, 0.42, -0.46], [-0.09, 0.01, -0.10], [-0.03, 0.15, -0.26], [0.11, -0.11, 0.09], [0.08, -0.10, 0.08], [0.14, -0.04, -0.11], [0.22, 0.12, 0.00], [-0.31, -0.38, 0.49], [0.13, -0.07, -0.29], [0.09, 0.11, 0.19], [0.00, -0.07, -0.09], [0.03, -0.01, -0.11], [0.12, 0.07, 0.12], [-0.11, 0.07, 0.06], [-0.06, -0.04, -0.03], [-0.02, 0.06, -0.05], [0.00, 0.00, 0.00], [0.00, -0.01, 0.00], [0.00, 0.01, 0.00], [0.01, 0.02, 0.03], [0.05, -0.01, -0.03], [-0.03, -0.03, 0.00], [0.00, 0.01, 0.01], [0.00, -0.01, -0.02], [0.00, -0.01, 0.00], [0.02, 0.02, 0.02], [-0.02, 0.16, 0.06], [-0.02, -0.11, -0.11], [0.00, -0.01, -0.02], [0.01, 0.02, 0.01], [0.00, -0.01, -0.02], [-0.04, 0.02, 0.03], [-0.12, 0.02, 0.01], [0.04, -0.01, 0.01], [-0.02, -0.01, 0.01], [-0.01, 0.01, 0.02], [0.00, 0.00, 0.00], [0.03, 0.03, 0.01], [0.01, -0.02, 0.00], [0.03, 0.03, 0.02], [0.02, 0.02, 0.04], [0.00, 0.03, -0.03], [0.02, 0.01, 0.01], [-0.01, 0.02, -0.02], [-0.04, -0.01, 0.01], [0.05, -0.07, 0.00], [0.01, 0.04, 0.03], [0.00, -0.02, 0.03], [0.02, 0.00, 0.00], [-0.02, 0.01, -0.02], [0.00, -0.04, -0.01], [0.00, 0.01, -0.01], [-0.01, -0.01, -0.01], [0.00, -0.04, 0.03], [0.00, -0.02, -0.02], [0.01, 0.01, -0.01], [0.00, -0.01, 0.01], [0.00, -0.01, 0.01], [0.00, 0.01, -0.02], [0.01, -0.01, 0.00], [0.02, -0.02, 0.04], [0.00, 0.00, -0.01], [0.00, 0.00, 0.01], [0.00, 0.00, 0.01], [0.00, 0.01, 0.01], [0.00, 0.00, -0.01], [0.01, 0.03, 0.04], [0.00, -0.02, -0.01], [-0.01, -0.02, -0.02], [-0.01, 0.01, 0.02], [0.00, 0.02, 0.02], [-0.01, -0.01, -0.01], [0.01, 0.00, 0.01], [0.00, 0.00, -0.01], [0.01, 0.01, 0.00], [0.01, 0.00, 0.00], [-0.22, 0.09, 0.52], [0.22, -0.11, -0.30], [-0.28, 0.22, 0.01], [-0.18, -0.19, 0.04], [0.04, -0.07, 0.15], [0.07, -0.21, -0.11], [0.08, 0.03, 0.01]]
}

=====

3.
{
  "formula": "C3H7NO2",
  "method": "wB97M-V/def2-TZVPD",
  "e_tot_ev": -8805.9177,
  "de_lowest_kcal_mol": 106.3,
  "e_homo_ev": -8.92,
  "multiplicity": 1,
  "smiles": "C=C=O.CNO",
  "species": ["C", "C", "O", "H", "H", "C", "N", "O", "H", "H", "H", "H", "H"],
  "coordinates": [[2.468, 0.419, 0.599], [2.319, 0.108, -0.635], [2.119, -0.365, -1.688], [1.732, 0.951, 1.153], [3.480, 0.539, 0.947], [-1.572, -0.701, -0.789], [-1.119, 0.220, 0.196], [-2.083, 0.606, 1.217], [-2.377, -0.380, -1.516], [-0.780, -0.918, -1.451], [-2.043, -1.745, -0.343], [-0.341, -0.160, 0.679], [-1.803, 1.426, 1.632]],
  "forces_ev_per_a": [[1.09, 1.04, 1.52], [-1.11, -1.87, -2.74], [0.43, 0.94, 0.98], [-0.65, 0.17, 0.13], [0.23, -0.24, 0.11], [-3.84, -2.48, 0.69], [-0.11, 2.16, 0.00], [-0.32, -1.59, -0.70], [0.67, 0.45, 1.24], [1.34, -0.42, -0.32], [1.31, 2.26, -0.90], [0.51, -0.62, 0.61], [0.49, 0.20, -0.60]]
}